1.
C35H41FeN4O2 | the ωB97M-V functional and the def2-TZVPD basis

XYZ file:
```
83
Properties=species:S:1:pos:R:3:forces:R:3:lowdin_spin:R:1
Fe 0.747 0.442 -0.087 0.01 0.20 0.37 3.678
O 2.068 3.476 -2.071 -0.28 0.30 0.08 0.018
C 2.069 2.256 -2.045 0.24 -0.29 -0.34 0.012
N 2.479 1.460 -1.027 -0.44 -0.18 0.07 0.033
C 3.401 0.475 -1.403 0.07 0.11 -0.17 0.004
C 4.414 0.706 -2.336 -0.05 0.04 0.02 0.001
C 5.421 -0.231 -2.559 -0.05 -0.01 0.04 0.002
C 5.432 -1.417 -1.841 -0.05 0.07 0.01 0.000
C 4.406 -1.686 -0.935 -0.11 -0.11 -0.01 0.003
C 3.375 -0.769 -0.740 0.12 -0.40 0.08 0.003
N 2.333 -0.876 0.165 -0.52 0.06 -0.22 0.045
C 2.302 -1.647 1.254 0.14 0.39 0.21 0.011
O 2.663 -2.803 1.438 0.16 -0.02 0.11 0.012
C 1.925 -0.745 2.441 -0.11 -0.01 -0.11 0.001
C 2.463 -1.010 3.689 0.02 -0.03 0.13 0.001
C 2.408 -0.026 4.667 -0.03 -0.08 -0.03 -0.001
C 1.790 1.178 4.374 -0.09 -0.04 0.04 0.001
C 1.222 1.335 3.118 -0.12 -0.04 -0.10 0.002
N 1.291 0.406 2.173 0.22 -0.06 -0.11 0.027
C 1.510 1.519 -3.268 -0.10 -0.11 0.10 0.001
C 1.522 2.107 -4.523 0.08 0.18 -0.12 0.000
C 1.000 1.406 -5.597 0.02 0.06 0.01 0.000
C 0.476 0.143 -5.376 -0.07 -0.05 -0.02 0.001
C 0.474 -0.352 -4.081 0.01 0.13 0.16 0.001
N 0.965 0.321 -3.043 0.11 -0.09 -0.08 0.013
H 4.434 1.660 -2.854 0.07 -0.01 0.04 0.000
H 6.212 -0.014 -3.269 -0.04 -0.01 0.00 0.000
H 6.233 -2.135 -1.982 -0.05 0.00 0.00 0.000
H 4.383 -2.614 -0.377 -0.02 0.03 -0.06 0.000
H 2.954 -1.960 3.845 -0.02 -0.01 0.01 0.000
H 2.850 -0.193 5.642 0.01 -0.01 -0.02 0.000
H 1.735 1.979 5.100 0.01 -0.01 -0.03 0.000
H 0.706 2.251 2.849 -0.01 -0.05 -0.01 0.000
H 1.939 3.101 -4.626 -0.02 -0.06 0.00 0.000
H 0.998 1.838 -6.590 0.02 0.00 0.01 0.000
H 0.061 -0.446 -6.184 0.02 0.01 0.01 0.000
H 0.057 -1.328 -3.862 -0.02 -0.01 0.02 0.000
C -1.613 1.124 1.209 -0.33 -0.08 -0.09 0.040
C -1.672 -0.248 1.556 -0.05 0.04 -0.02 0.035
C -1.543 -0.987 0.336 -0.05 -0.09 -0.05 0.036
C -1.524 -0.030 -0.722 0.35 0.00 -0.13 -0.001
C -1.587 1.283 -0.196 0.29 0.08 0.23 0.003
C -1.953 2.583 -0.901 -0.02 -0.05 0.05 0.000
C -0.983 3.710 -0.531 -0.07 0.04 0.13 0.001
C -3.361 2.994 -0.438 -0.05 -0.01 -0.02 0.001
C -2.003 2.408 -2.419 -0.01 -0.02 0.03 0.000
C -1.607 -2.480 -0.050 0.03 0.09 -0.04 0.002
C -3.050 -2.828 -0.459 0.02 -0.05 0.01 0.002
C -0.707 -2.739 -1.277 -0.04 0.08 -0.01 0.000
C -1.139 -3.474 1.014 0.03 0.07 0.05 0.000
C -2.114 -0.689 2.962 0.04 0.00 -0.03 0.003
C -3.472 -1.409 2.846 -0.01 0.02 -0.01 0.002
C -2.375 0.536 3.851 -0.05 0.02 -0.04 0.001
C -1.126 -1.578 3.741 -0.04 0.06 0.00 0.001
H -1.716 1.953 1.897 0.05 -0.10 -0.02 0.002
H -1.599 -0.285 -1.769 0.14 0.05 -0.01 0.001
H -1.102 3.983 0.524 0.02 -0.03 -0.07 0.000
H -1.174 4.604 -1.134 -0.02 -0.03 0.05 0.000
H 0.054 3.424 -0.682 0.11 -0.01 -0.10 0.001
H -3.394 3.110 0.647 -0.01 0.01 -0.04 0.000
H -4.096 2.234 -0.719 0.03 0.03 0.03 0.000
H -3.652 3.947 -0.896 0.00 -0.04 0.00 0.000
H -1.028 2.149 -2.823 0.11 -0.04 -0.06 0.000
H -2.332 3.337 -2.894 0.03 -0.03 0.03 0.000
H -2.710 1.619 -2.692 0.04 0.03 0.00 0.000
H -3.368 -2.196 -1.291 -0.01 -0.01 0.03 0.000
H -3.746 -2.673 0.365 -0.02 -0.01 -0.01 0.000
H -3.118 -3.877 -0.772 0.01 0.05 -0.01 0.000
H -1.166 -2.356 -2.192 0.06 0.04 0.03 0.000
H -0.554 -3.814 -1.412 -0.05 0.04 -0.01 0.000
H 0.271 -2.268 -1.154 0.03 -0.05 -0.02 0.000
H -1.746 -3.450 1.915 0.01 0.01 0.04 0.000
H -0.094 -3.298 1.283 -0.03 -0.02 0.02 0.000
H -1.207 -4.486 0.604 0.00 0.02 0.01 0.000
H -4.143 -0.843 2.195 0.01 -0.03 0.03 0.000
H -3.937 -1.493 3.835 0.04 -0.03 -0.03 0.000
H -3.371 -2.415 2.443 -0.01 0.02 -0.03 0.000
H -3.177 1.159 3.447 0.04 -0.01 0.03 0.000
H -1.478 1.149 3.961 -0.01 -0.01 0.00 0.000
H -2.675 0.196 4.847 0.02 0.01 -0.02 0.000
H -0.529 -2.211 3.100 0.06 -0.10 -0.07 0.000
H -1.668 -2.217 4.448 0.03 0.04 -0.01 0.000
H -0.441 -0.963 4.320 0.15 0.09 0.04 0.000
```
Forces are in eV/Å.

Spin multiplicity: 5
Energy above the lowest of the compared OMol25 structures with the same formula, charge and spin: 16.9 kcal per mole
Total energy: -2991.61994 Eh
Largest force on an atom: 0.57 eV/Å
⟨S²⟩: 6.014
Charge: -1
Orbital gap (spin up / spin down): 6.62 / 6.74 eV

2.
C4H9O2 | the ωB97M-V functional and the def2-TZVPD basis

XYZ file:
```
15
Properties=species:S:1:pos:R:3:forces:R:3:nbo_charge:R:1
C 0.211 0.219 -0.249 1.01 0.55 -2.09 -0.265
C -0.653 1.314 -0.332 1.38 -0.18 -0.04 -0.131
C -0.974 -0.088 0.864 -4.14 -0.95 1.93 -0.065
O -2.176 -0.522 0.445 1.02 0.18 0.12 -0.895
C 0.188 -0.871 -1.296 -0.75 -0.59 0.41 -0.616
O 2.885 -0.030 0.586 -0.06 0.35 -0.19 -1.300
H 1.238 0.305 0.221 -0.02 -0.01 0.17 0.366
H 0.633 -1.777 -0.882 0.22 0.12 -0.01 0.223
H -1.609 1.261 -0.831 -0.03 -0.14 -0.04 0.229
H -0.343 2.286 0.043 -0.08 -0.22 0.48 0.198
H -0.452 -0.928 1.368 1.15 0.34 -0.59 0.270
H -0.995 0.611 1.732 0.14 0.40 -0.30 0.157
H -0.846 -1.129 -1.545 0.03 0.16 -0.13 0.225
H 0.739 -0.597 -2.192 0.10 0.21 0.09 0.209
H 3.276 0.646 0.010 0.04 -0.20 0.19 0.394
```
Forces are in eV/Å.

Energy above the lowest of the compared OMol25 structures with the same formula, charge and spin: 133.1 kcal per mole
Total energy: -308.13281 Eh
Largest force on an atom: 4.67 eV/Å
Charge: -1
Orbital gap: 6.72 eV

3.
C28H23ClN6O6S3Zr | the ωB97M-V functional and the def2-TZVPD basis

XYZ file:
```
68
Properties=species:S:1:pos:R:3:forces:R:3:nbo_charge:R:1
Zr 0.839 -0.460 -1.698 0.43 0.40 -0.10 1.811
C -1.284 -4.616 2.802 0.00 0.02 -0.01 -0.618
C -2.029 -4.402 1.487 0.01 -0.01 0.02 -0.212
N -1.149 -4.233 0.355 0.02 -0.03 0.00 -0.610
C -0.493 -3.072 0.080 0.02 0.15 -0.04 0.313
S 0.574 -3.081 -1.278 0.04 -0.03 0.02 -0.266
N -0.733 -2.076 0.892 0.00 -0.08 0.03 -0.486
N -0.127 -0.902 0.534 0.06 0.11 0.03 -0.278
C -0.088 -0.005 1.457 -0.10 -0.10 0.01 0.257
C -0.584 -0.222 2.854 0.02 0.01 -0.03 -0.690
C 0.425 1.326 1.093 0.00 0.09 -0.11 0.158
C 0.519 2.367 2.005 -0.03 0.01 0.09 -0.206
C 0.892 3.626 1.554 0.02 0.04 -0.05 -0.186
C 1.172 3.811 0.214 -0.03 -0.08 0.04 -0.237
C 1.093 2.707 -0.626 0.00 0.05 -0.02 0.100
N 0.726 1.507 -0.196 0.01 -0.10 -0.09 -0.464
H -1.986 -4.707 3.635 0.00 0.00 0.00 0.190
H -0.628 -3.767 2.987 0.00 -0.01 0.01 0.230
H -0.674 -5.521 2.761 0.00 0.00 0.00 0.194
H -2.657 -3.513 1.566 -0.01 0.00 -0.01 0.210
H -2.681 -5.254 1.277 0.00 0.00 0.00 0.180
H -0.934 -5.006 -0.247 -0.02 -0.01 0.01 0.401
H -1.129 -1.157 2.911 0.00 -0.01 0.00 0.256
H -1.234 0.600 3.156 -0.03 0.01 0.02 0.225
H 0.266 -0.262 3.543 0.00 0.01 0.00 0.223
H 0.279 2.206 3.046 0.00 -0.01 -0.01 0.209
H 0.941 4.459 2.245 0.00 -0.01 0.01 0.204
H 1.404 4.781 -0.200 0.01 0.00 -0.02 0.238
H 1.288 2.779 -1.689 -0.01 0.01 0.00 0.254
O -1.016 4.106 -4.242 0.04 -0.07 -0.06 -0.760
C -1.048 4.405 -3.025 0.06 0.02 0.13 0.767
O -0.671 5.455 -2.475 0.00 -0.02 -0.02 -0.750
C -1.610 3.340 -2.084 0.07 -0.03 0.03 -0.258
C -2.164 3.570 -0.854 -0.06 -0.03 -0.12 0.142
Cl -2.569 5.076 -0.144 0.00 0.03 0.03 0.033
N -2.478 2.370 -0.276 0.00 0.02 0.05 -0.260
N -2.136 1.356 -1.113 0.04 -0.01 -0.02 -0.273
C -1.617 1.910 -2.185 -0.02 0.04 -0.02 0.164
C -0.908 1.032 -3.227 0.03 -0.09 0.12 0.411
O -1.158 1.459 -4.508 0.01 -0.07 0.03 -0.747
O 0.465 1.113 -2.887 -0.08 0.01 -0.04 -0.892
C -3.047 2.013 0.963 -0.01 -0.03 0.01 0.245
C -3.624 0.745 1.069 0.00 -0.02 -0.02 -0.234
C -4.174 0.332 2.269 0.00 0.01 0.01 -0.208
C -4.168 1.167 3.380 0.01 -0.01 0.00 -0.255
C -3.574 2.416 3.277 0.01 -0.03 0.02 -0.208
C -3.001 2.838 2.085 0.03 0.01 -0.04 -0.272
H -1.038 2.446 -4.505 -0.13 0.14 -0.10 0.509
H -3.600 0.095 0.205 0.00 0.00 0.00 0.265
H -4.606 -0.659 2.335 0.00 0.00 0.00 0.207
H -4.601 0.841 4.317 0.00 0.00 0.00 0.200
H -3.534 3.071 4.140 0.00 0.01 0.00 0.200
H -2.509 3.795 2.032 0.00 0.01 0.01 0.234
O 3.750 -1.242 0.773 0.05 0.10 -0.02 -0.660
C 3.570 -1.040 -0.419 0.06 -0.01 0.01 0.783
O 2.776 -0.119 -0.889 -0.35 -0.47 0.25 -0.827
C 4.335 -1.832 -1.447 -0.12 0.05 -0.19 -0.141
C 5.567 -2.335 -1.031 0.04 -0.03 0.05 -0.176
C 6.407 -3.023 -1.886 0.00 0.00 -0.01 -0.284
C 5.991 -3.229 -3.199 -0.02 0.01 0.00 -0.213
C 4.764 -2.757 -3.619 0.03 -0.02 0.00 -0.247
C 3.895 -2.048 -2.769 0.00 -0.01 0.01 -0.111
S 2.364 -1.576 -3.500 0.08 0.07 0.07 -0.236
H 5.842 -2.160 0.001 0.00 0.00 0.00 0.221
H 7.364 -3.394 -1.540 0.00 0.00 0.00 0.190
H 6.624 -3.766 -3.897 0.00 0.00 0.00 0.189
H 4.436 -2.933 -4.636 0.00 0.00 0.00 0.209
S -1.309 -0.749 -3.010 -0.17 0.00 0.04 -0.354
```
Forces are in eV/Å.

Energy above the lowest of the compared OMol25 structures with the same formula, charge and spin: 4.8 kcal per mole
Total energy: -3562.92794 Eh
Largest force on an atom: 0.64 eV/Å
Charge: -2
Orbital gap: 6.39 eV

4.
C3H10O3 | the ωB97M-V functional and the def2-TZVPD basis

XYZ file:
```
16
Properties=species:S:1:pos:R:3:forces:R:3:nbo_charge:R:1
C -0.867 2.087 1.208 0.43 0.01 0.17 -0.388
C -0.523 0.964 0.596 -0.55 -0.26 -0.11 -0.208
C -1.113 -0.381 0.918 0.88 -0.92 -0.60 -0.106
O -1.093 -1.198 -0.282 -0.68 -0.12 0.37 -0.760
H -0.628 3.066 0.817 0.43 -0.03 0.15 0.205
H -1.308 2.049 2.200 -0.63 0.06 -0.29 0.192
H 0.139 0.894 -0.260 -0.16 0.46 -0.18 0.216
H -0.465 -1.004 1.536 -0.15 0.41 0.57 0.198
H -2.123 -0.325 1.315 0.04 0.04 0.22 0.182
H -1.847 -1.035 -0.853 -0.23 0.27 0.18 0.471
O 2.856 -0.327 -0.139 0.09 0.07 -0.06 -0.961
H 2.052 -0.482 -0.653 0.03 0.03 -0.12 0.485
H 3.534 -0.268 -0.822 -0.02 -0.01 0.16 0.465
O 0.854 -1.226 -1.954 0.02 -0.52 -0.24 -0.956
H 0.515 -1.798 -1.247 0.24 0.18 -0.05 0.495
H 0.016 -1.014 -2.380 0.25 0.33 -0.18 0.470
```
Forces are in eV/Å.

Energy above the lowest of the compared OMol25 structures with the same formula, charge and spin: 28.7 kcal per mole
Total energy: -345.96873 Eh
Largest force on an atom: 1.41 eV/Å
Structure (SMILES): C=CCO.O.O
Orbital gap: 10.43 eV

What did the second record say?
C4H9O2 | the ωB97M-V functional and the def2-TZVPD basis

XYZ file:
```
15
Properties=species:S:1:pos:R:3:forces:R:3:nbo_charge:R:1
C 0.211 0.219 -0.249 1.01 0.55 -2.09 -0.265
C -0.653 1.314 -0.332 1.38 -0.18 -0.04 -0.131
C -0.974 -0.088 0.864 -4.14 -0.95 1.93 -0.065
O -2.176 -0.522 0.445 1.02 0.18 0.12 -0.895
C 0.188 -0.871 -1.296 -0.75 -0.59 0.41 -0.616
O 2.885 -0.030 0.586 -0.06 0.35 -0.19 -1.300
H 1.238 0.305 0.221 -0.02 -0.01 0.17 0.366
H 0.633 -1.777 -0.882 0.22 0.12 -0.01 0.223
H -1.609 1.261 -0.831 -0.03 -0.14 -0.04 0.229
H -0.343 2.286 0.043 -0.08 -0.22 0.48 0.198
H -0.452 -0.928 1.368 1.15 0.34 -0.59 0.270
H -0.995 0.611 1.732 0.14 0.40 -0.30 0.157
H -0.846 -1.129 -1.545 0.03 0.16 -0.13 0.225
H 0.739 -0.597 -2.192 0.10 0.21 0.09 0.209
H 3.276 0.646 0.010 0.04 -0.20 0.19 0.394
```
Forces are in eV/Å.

Energy above the lowest of the compared OMol25 structures with the same formula, charge and spin: 133.1 kcal per mole
Total energy: -308.13281 Eh
Largest force on an atom: 4.67 eV/Å
Charge: -1
Orbital gap: 6.72 eV

Question: Which value of total energy does entry 4 give?
Answer: -345.96873 Eh

Please write out number 2 again, unchanged.
C4H9O2 | the ωB97M-V functional and the def2-TZVPD basis

XYZ file:
```
15
Properties=species:S:1:pos:R:3:forces:R:3:nbo_charge:R:1
C 0.211 0.219 -0.249 1.01 0.55 -2.09 -0.265
C -0.653 1.314 -0.332 1.38 -0.18 -0.04 -0.131
C -0.974 -0.088 0.864 -4.14 -0.95 1.93 -0.065
O -2.176 -0.522 0.445 1.02 0.18 0.12 -0.895
C 0.188 -0.871 -1.296 -0.75 -0.59 0.41 -0.616
O 2.885 -0.030 0.586 -0.06 0.35 -0.19 -1.300
H 1.238 0.305 0.221 -0.02 -0.01 0.17 0.366
H 0.633 -1.777 -0.882 0.22 0.12 -0.01 0.223
H -1.609 1.261 -0.831 -0.03 -0.14 -0.04 0.229
H -0.343 2.286 0.043 -0.08 -0.22 0.48 0.198
H -0.452 -0.928 1.368 1.15 0.34 -0.59 0.270
H -0.995 0.611 1.732 0.14 0.40 -0.30 0.157
H -0.846 -1.129 -1.545 0.03 0.16 -0.13 0.225
H 0.739 -0.597 -2.192 0.10 0.21 0.09 0.209
H 3.276 0.646 0.010 0.04 -0.20 0.19 0.394
```
Forces are in eV/Å.

Energy above the lowest of the compared OMol25 structures with the same formula, charge and spin: 133.1 kcal per mole
Total energy: -308.13281 Eh
Largest force on an atom: 4.67 eV/Å
Charge: -1
Orbital gap: 6.72 eV

Question: energy above the lowest of the compared OMol25 structures with the same formula, charge and spin of number 4 (C3H10O3)?
Answer: 28.7 kcal per mole